Entry 1:
Entry from OMol25: a structure of composition C14H16Cl3F9O2W (ωB97M-V with the def2-TZVPD basis set).

Its molecular weight is 677.5 g mol⁻¹. The relative energy (zero: lowest compared OMol25 entry of this formula, charge and spin) is 16.73 kcal per mole. The LUMO energy (spin up / spin down) is 4.143 / 4.127 eV. As for the HOMO energy (spin up / spin down): -0.76 / -0.75 eV.

Geometry as ORCA input:
```
! RIJCOSX wB97M-V def2-TZVPD def2/J DEFGRID3
* xyz -2 3
C -0.40457 0.94488 -3.16295
C -1.29466 -0.14546 -2.83152
C -0.50496 -1.32128 -2.63606
C -2.77371 -0.08952 -2.79232
C 0.88365 -0.97137 -2.83896
C 0.94366 0.43511 -3.15464
C 2.17364 1.21301 -3.46176
C -0.77817 2.34641 -3.48887
C -1.04248 -2.67345 -2.36321
C 2.06567 -1.87167 -2.77712
W 0.15314 0.26318 -1.02935
Cl -4.15568 -2.51933 -0.49605
Cl -1.58577 1.57096 -0.17344
Cl 0.52654 -1.59213 0.33267
H -3.13023 0.93635 -2.66437
H -3.16955 -0.71027 -1.97124
H -3.20217 -0.49290 -3.72063
H -1.87672 -2.63366 -1.64183
H -0.26822 -3.34121 -1.97534
H -1.45795 -3.11656 -3.27971
H 1.82559 -2.81840 -2.28466
H 2.89361 -1.40206 -2.23054
H 2.43288 -2.10103 -3.78749
H 3.05914 0.70463 -3.06720
H 2.13478 2.21994 -3.02965
H 2.30345 1.32285 -4.54599
H -1.79078 2.58232 -3.14727
H -0.73872 2.51689 -4.57450
H -0.08481 3.05701 -3.02084
O 1.61222 1.35017 -0.67484
H 1.81989 1.82431 0.14435
F 1.87778 -1.83262 5.32044
C 1.65875 -0.48702 5.41079
F 1.64110 -0.15329 6.73444
F 2.70525 0.15115 4.83849
C 0.33502 -0.15180 4.68209
O 0.29523 0.43687 3.62468
C -0.93009 -0.79178 5.30857
F -0.85220 -0.91041 6.66435
F -2.03892 -0.06596 5.01732
F -1.09271 -2.04216 4.78589
C -0.03913 2.26026 5.95287
F -0.21840 2.55428 7.24347
F 1.12611 2.77243 5.53540
F -1.03649 2.77235 5.22648
*
```


Entry 2:
Entry from OMol25: a structure of composition C21H45O2P3Y (ωB97M-V with the def2-TZVPD basis set).

Its molecular weight is 511.4 g mol⁻¹. The LUMO energy (spin up / spin down) is -11.621 / -11.630 eV. As for the HOMO energy (spin up / spin down): -15.82 / -15.82 eV.

Geometry as ORCA input:
```
! RIJCOSX wB97M-V def2-TZVPD def2/J DEFGRID3
* xyz 3 1
Y 2.53555 -0.31907 -1.10792
P 2.02943 2.11714 0.33665
P -1.01241 -0.56402 1.13949
P -2.78182 1.79976 -2.11332
H 3.98529 -2.07691 -2.66526
C 3.76269 -1.00881 -2.85322
C 4.47528 0.04240 -2.21884
H 5.40229 -0.14952 -1.64887
C 3.59713 2.27930 1.27979
C 0.74602 2.29225 1.63023
C 1.90415 3.75782 -0.46761
C -2.00113 -1.99151 0.54557
C -0.10161 -1.38783 2.51074
C -2.32959 0.18545 2.18610
C -1.90892 2.82775 -3.28635
C -3.17125 2.76519 -0.64197
C -4.14811 0.95550 -2.89705
H 3.24963 -0.84096 -3.81477
H 4.41533 1.07334 -2.61252
H 4.45033 2.12664 0.60211
H 3.64695 1.51946 2.07291
H 3.66314 3.28177 1.72408
H 0.75979 1.43463 2.31662
H -0.24715 2.32703 1.15818
H 0.88522 3.21369 2.21765
H 2.57245 3.79932 -1.33687
H 2.18784 4.55080 0.23988
H 0.87832 3.93876 -0.81487
H -2.23636 -2.66253 1.38629
H -1.43397 -2.53642 -0.22032
H -2.93863 -1.62512 0.09929
H -0.73375 -2.17987 2.94078
H 0.13908 -0.65229 3.29319
H 0.83372 -1.82887 2.13729
H -2.98011 -0.60855 2.58044
H -2.93201 0.88226 1.58843
H -1.87207 0.73148 3.02161
H -2.38804 3.81512 -3.34546
H -1.88604 2.35845 -4.27747
H -0.87337 2.93437 -2.93245
H -3.58490 3.74569 -0.93277
H -2.26343 2.94535 -0.04709
H -3.90869 2.25378 -0.00780
H -4.71250 1.64874 -3.53837
H -4.81383 0.51602 -2.14439
H -3.73108 0.14325 -3.51021
C 0.22937 -0.27314 -3.37977
C -0.58221 -1.39695 -3.68998
C -0.77767 -1.76375 -5.01602
C -0.30304 -0.95779 -6.05796
C 0.47394 0.16896 -5.76183
C 0.78660 0.48970 -4.44245
O 0.38831 0.07499 -2.09759
H -1.86263 0.75895 -1.84461
H -1.02711 -1.93537 -2.85057
H -1.31104 -2.68979 -5.24093
H -0.56016 -1.20292 -7.08991
H 0.86551 0.81285 -6.55892
H 1.42591 1.34216 -4.19794
C 2.42783 -4.55149 0.60781
C 3.13078 -3.72230 1.69216
C 3.38053 -2.34532 1.08893
O 2.47923 -2.25752 -0.10142
C 1.84054 -3.56281 -0.39753
H 3.16811 -5.18574 0.10769
H 1.66660 -5.21612 1.02863
H 4.07075 -4.18120 2.00962
H 2.49963 -3.62305 2.58112
H 3.11242 -1.52639 1.76622
H 4.41395 -2.22264 0.74217
H 2.07338 -3.82355 -1.43366
H 0.75686 -3.43618 -0.27462
*
```


Entry 3:
Entry from OMol25: an isolated molecule of C4H8INO3 (ωB97M-V with the def2-TZVPD basis set).

Its molecular weight is 245.0 g mol⁻¹. The relative energy (zero: lowest compared OMol25 entry of this formula, charge and spin) is 88.73 kcal per mole. The LUMO energy is -1.905 eV. As for the HOMO energy: -9.85 eV.

Geometry as ORCA input:
```
! RIJCOSX wB97M-V def2-TZVPD def2/J DEFGRID3
* xyz 0 1
C 1.02437 0.26998 -0.64200
C -0.96026 0.15412 1.85013
C -0.40842 -0.16698 -0.69984
C -1.28335 0.51099 0.38394
N -1.36721 1.86913 0.16336
O -0.82184 2.44912 -0.73920
O -2.08938 2.40185 1.01166
O -0.87872 0.06013 -2.00820
I -3.59213 -0.18780 -0.08137
H 1.73677 0.01280 0.21077
H 1.58917 -0.11449 -1.44619
H 1.20910 1.39539 -0.74739
H -1.79565 0.56926 2.34490
H -0.87980 -0.85115 1.80811
H -0.02356 0.66343 2.04739
H -0.58260 -1.25265 -0.68670
H -1.43058 0.84726 -2.07078
*
```


Entry 4:
Entry from OMol25: a structure of composition C40H24N11O3RuSe (ωB97M-V with the def2-TZVPD basis set).

Its molecular weight is 886.7 g mol⁻¹. The relative energy (zero: lowest compared OMol25 entry of this formula, charge and spin) is 0.00 kcal per mole. The LUMO energy (spin up / spin down) is -1.234 / -2.469 eV. As for the HOMO energy (spin up / spin down): -6.19 / -7.42 eV.

Geometry as ORCA input:
```
! RIJCOSX wB97M-V def2-TZVPD def2/J DEFGRID3
* xyz 0 6
Ru -0.99344 0.61709 -0.08254
C -7.48594 -0.62895 0.70778
C -7.03937 -1.95620 0.67136
C -5.71313 -2.31020 0.46250
C -4.80005 -1.26510 0.37755
C -3.41119 -1.29320 0.14459
N -2.95217 0.00861 0.01803
C -3.99024 0.87120 0.18676
N -3.94116 2.20777 0.15450
C -2.83288 2.90484 0.35894
C -2.81906 4.38714 0.37733
C -3.81859 5.30278 0.20602
C -3.47922 6.66009 0.36132
C -2.18223 7.06569 0.69102
C -1.20428 6.10157 0.95615
C -1.53420 4.79394 0.76201
C -0.75249 3.55499 0.86687
N 0.50715 3.47434 1.18144
C 1.04562 2.30011 1.44279
N 0.71776 1.05986 0.92389
C 1.67916 0.13492 1.29512
N 1.72151 -1.15204 0.98915
C 0.67967 -1.80405 0.54999
N -0.55943 -1.33403 0.31582
C -1.39953 -2.40743 0.07051
N -2.67604 -2.40779 0.08527
C -0.60105 -3.65969 -0.01942
C -0.86877 -4.92675 -0.38095
C 0.25495 -5.77845 -0.53281
C 1.54115 -5.38017 -0.29807
C 1.81142 -4.11095 0.16837
C 0.73909 -3.24659 0.24574
C 2.68760 0.82032 2.05348
C 3.88919 0.36022 2.57261
C 4.70509 1.26970 3.25873
C 4.29339 2.60796 3.39802
C 3.13029 3.08330 2.80817
C 2.30605 2.16472 2.13717
N -1.60864 2.44322 0.62612
C -5.19781 0.06019 0.37827
C -6.58539 0.38648 0.50244
H -8.50557 -0.37171 0.91775
H -7.76226 -2.76176 0.82374
H -5.42546 -3.33491 0.43294
H -4.80029 4.89496 -0.05062
H -4.22785 7.40750 0.16004
H -1.99167 8.13473 0.80896
H -0.24529 6.33255 1.37338
H -1.84925 -5.30344 -0.63068
H 0.04828 -6.77936 -0.89912
H 2.34225 -6.11947 -0.44798
H 2.80828 -3.71869 0.43021
H 4.18289 -0.64877 2.37722
H 5.69232 0.95656 3.68161
H 4.96539 3.31287 3.87993
H 2.77151 4.11466 2.88599
H -6.89189 1.40133 0.60476
O -1.58823 1.98270 -2.15930
N -1.61204 0.95012 -2.86565
O -2.01296 0.97154 -3.99916
O -1.16182 -0.10178 -2.34352
C 1.42932 -1.70916 -2.90359
N 2.59155 -1.14441 -2.29798
C 2.75522 0.14790 -1.87781
Se 1.62660 1.55076 -2.19389
N 4.01249 0.20328 -1.35236
C 4.61572 -1.00687 -1.34341
C 5.79440 -1.50520 -0.82133
C 6.08289 -2.83783 -1.06846
C 5.25158 -3.67895 -1.81641
C 3.99088 -3.27014 -2.26340
C 3.72605 -1.88696 -1.97619
H 0.59596 -1.07296 -2.68219
H 1.17866 -2.71402 -2.55131
H 1.60290 -1.77488 -3.95713
H 4.36820 1.08274 -1.01302
H 6.45604 -0.93131 -0.18627
H 6.98650 -3.26044 -0.67920
H 5.61653 -4.66310 -2.12234
H 3.31935 -3.82754 -2.86624
*
```


Entry 5:
Entry from OMol25: a structure of composition C31H34Cl2FeNO8Si (ωB97M-V with the def2-TZVPD basis set).

Its molecular weight is 703.4 g mol⁻¹. The relative energy (zero: lowest compared OMol25 entry of this formula, charge and spin) is 3.30 kcal per mole. The LUMO energy (spin up / spin down) is 2.493 / 2.493 eV. As for the HOMO energy (spin up / spin down): -4.10 / -4.10 eV.

Geometry as ORCA input:
```
! RIJCOSX wB97M-V def2-TZVPD def2/J DEFGRID3
* xyz -1 1
Fe 0.08660 0.27321 0.02535
C 0.25587 -4.06900 -0.48645
O -0.80240 -3.17602 -0.74413
C -1.69513 -3.05072 0.33186
C -1.21927 -2.19892 1.49393
O -1.33442 -0.78777 1.23846
C -1.37280 -0.01944 2.44077
C 0.01878 0.17598 2.99541
O 0.74229 0.92141 2.03245
C 2.11580 1.02919 2.34835
H -0.12499 -5.09201 -0.34959
H 0.83791 -3.77707 0.38673
H 0.91556 -4.04815 -1.35334
H -1.91201 -4.04964 0.74357
H -2.62251 -2.63640 -0.06463
H -0.19597 -2.45010 1.77719
H -1.88762 -2.42109 2.33485
H -2.01387 -0.51342 3.17826
H -1.81838 0.93522 2.15913
H 0.52074 -0.78409 3.16543
H -0.02121 0.72516 3.94500
H 2.24307 1.55940 3.29823
H 2.58806 1.59928 1.55150
H 2.57986 0.04032 2.41488
Cl 3.59764 -3.26074 0.98581
C 3.67661 -1.83925 -0.02050
C 4.88246 -1.54238 -0.66486
C 5.01766 -0.41212 -1.42084
Cl 6.53985 -0.08499 -2.21618
C 3.94683 0.50465 -1.54342
C 3.99867 1.73200 -2.24349
C 2.90811 2.55337 -2.23307
C 1.74835 2.16865 -1.53651
N 1.66208 1.02067 -0.90099
C 2.73928 0.18475 -0.89495
C 2.54301 -1.02852 -0.13335
O 1.40815 -1.24591 0.40898
H 5.71656 -2.22258 -0.55714
H 4.90221 2.00647 -2.77055
H 2.91787 3.50171 -2.75314
H 0.86560 2.79068 -1.49423
O -2.80673 2.00271 0.77528
C -1.82000 2.61406 0.35184
O -0.68855 2.13116 0.04341
C -1.92450 4.12366 0.19248
C -3.15422 4.74104 0.36682
C -3.31143 6.12307 0.22508
C -2.18539 6.84071 -0.09038
O -2.06397 8.20000 -0.27606
C -0.69895 8.42578 -0.61668
O -0.00566 7.18691 -0.55695
C -0.95778 6.23229 -0.25924
C -0.78866 4.87990 -0.12715
H -3.99682 4.11051 0.61542
H -4.26955 6.60758 0.35495
H -0.25966 9.12281 0.10136
H -0.64184 8.82735 -1.63308
H 0.16995 4.39654 -0.24835
C -1.34252 1.42637 -3.01361
Si -0.83967 -0.16408 -2.07050
C 0.29237 -1.04595 -3.33176
C -2.50486 -1.11072 -2.16470
C -3.59994 -0.65355 -1.42050
C -4.81753 -1.32354 -1.43244
C -4.97563 -2.47732 -2.19079
C -3.90645 -2.94574 -2.94240
C -2.69367 -2.26606 -2.92713
H -1.73092 1.16172 -4.00279
H -0.51429 2.12549 -3.15831
H -2.13344 1.95483 -2.47508
H -0.17402 -1.15080 -4.31739
H 0.57471 -2.03863 -2.97755
H 1.21390 -0.46744 -3.46434
H -3.48731 0.22602 -0.79641
H -5.64435 -0.94683 -0.83999
H -5.92253 -3.00572 -2.19623
H -4.01609 -3.84573 -3.53830
H -1.86591 -2.66263 -3.50489
*
```


Entry 6:
Entry from OMol25: the ion C2H4NOS2 with charge -1 (ωB97M-V with the def2-TZVPD basis set).

Its molecular weight is 122.2 g mol⁻¹. The relative energy (zero: lowest compared OMol25 entry of this formula, charge and spin) is 47.89 kcal per mole. The LUMO energy is 3.686 eV. As for the HOMO energy: -3.66 eV.

Geometry as ORCA input:
```
! RIJCOSX wB97M-V def2-TZVPD def2/J DEFGRID3
* xyz -1 1
C -1.71920 0.09150 0.31136
C 0.81335 0.09413 -1.12650
N 1.21401 -0.76678 1.72313
O -2.28066 -0.16178 -0.69884
S -1.99211 1.05948 1.59451
S 0.04645 -1.00671 0.29607
H 0.26567 0.08364 -2.01146
H 1.56196 -0.71387 -1.34183
H 1.15111 1.13032 -0.92427
H 0.93942 0.19007 2.17783
*
```